Record 1
ORCA calculation (ωB97M-V with the def2-TZVPD basis set) on a structure of composition C16H21BrGeINPtS.

Geometry as ORCA input:
```
! wB97M-V def2-TZVPD RIJCOSX def2/J DEFGRID3
* xyz -2 1
Pt -1.01440 -1.18258 -0.10020
C -0.78481 3.87579 1.98191
C -0.07131 2.91731 1.08279
C 1.18602 3.20488 0.56070
C 1.81811 2.28205 -0.24688
C 1.17226 1.08121 -0.50217
Br 2.02708 -0.19947 -1.59375
N -0.01327 0.77331 -0.00471
C -0.61901 1.68606 0.77300
H -0.59103 4.90966 1.69218
H -0.43899 3.76150 3.00171
H -1.85956 3.69941 1.96635
H 1.67640 4.13775 0.81475
H 2.79668 2.46526 -0.66609
H -1.58099 1.38298 1.16443
I -2.23394 -0.11301 -2.29832
S 2.62881 4.58164 4.85582
C 1.55791 3.20780 4.87775
C 0.34338 3.20117 5.59210
C -0.52068 2.11771 5.55922
C -0.21702 0.97868 4.82196
C 0.98900 0.94608 4.13178
C 1.85625 2.02842 4.16218
H 0.08863 4.08608 6.16391
H -1.45453 2.16543 6.11134
H -0.90522 0.14489 4.76602
H 1.22685 0.07153 3.53514
H 2.77138 2.00773 3.57643
C 1.21034 -3.94155 -1.17589
Ge -0.23783 -4.39008 0.06418
C -1.43501 -5.64217 -0.89554
C 0.55872 -5.43861 1.54723
C -1.20544 -2.84262 0.69457
H 1.70498 -4.83291 -1.57019
H 1.94344 -3.31390 -0.66939
H 0.79426 -3.35825 -1.99828
H -0.88490 -6.51156 -1.26321
H -1.88983 -5.12945 -1.74417
H -2.23554 -5.98823 -0.23904
H 1.07976 -6.32195 1.17010
H -0.21702 -5.76464 2.24270
H 1.27145 -4.82442 2.09944
H -1.95636 -3.07834 1.45952
*
```

natural (NBO) atomic charge list, values in e, 6 entries: number 1, Pt, carries 0.256; number 2, C, carries -0.634; number 3, C, carries -0.034; number 4, C, carries -0.158; number 5, C, carries -0.273; number 6, C, carries 0.159

Record 2
ORCA calculation (ωB97M-V with the def2-TZVPD basis set) on a structure of composition C41H39Cl2N5P2S2Tl.

Geometry as ORCA input:
```
! wB97M-V def2-TZVPD RIJCOSX def2/J DEFGRID3
* xyz 1 1
Tl 0.20867 0.14326 0.53544
C -6.00950 -2.43937 -0.01041
C -4.50269 -2.26938 -0.07336
N -4.16261 -0.85858 -0.10420
C -2.98364 -0.30550 0.21637
S -1.74475 -1.40864 0.76036
N -2.90161 0.99594 0.09929
N -1.72010 1.58617 0.38626
C -1.72934 2.84544 0.62767
C -2.99623 3.63524 0.69296
C -0.41944 3.51338 0.80974
C -0.30507 4.90104 0.80818
C 0.95149 5.47334 0.93389
C 2.05608 4.64882 1.05443
C 1.85594 3.27809 1.03783
N 0.65458 2.72657 0.92594
H -6.26467 -3.49499 0.05523
H -6.42073 -1.93180 0.86174
H -6.48872 -2.03733 -0.90445
H -4.03362 -2.72561 0.79987
H -4.09950 -2.77421 -0.95744
H -4.85118 -0.20773 -0.45436
H -3.80649 2.99574 1.03217
H -2.90025 4.48678 1.36101
H -3.26753 3.99962 -0.30093
H -1.17728 5.52547 0.69414
H 1.06194 6.54882 0.93017
H 3.05497 5.04778 1.15349
H 2.68995 2.58951 1.10638
Cl 0.26304 -0.12792 3.50424
C 1.93290 0.30809 3.77502
C 2.27893 0.59180 5.08424
C 3.58178 0.94071 5.39331
C 4.52914 1.00981 4.38772
C 4.16379 0.73208 3.08337
Cl 5.38724 0.83890 1.85907
C 2.85503 0.36401 2.72455
S 2.61808 -0.01003 1.01786
H 1.52136 0.53228 5.85240
H 3.85734 1.15839 6.41503
H 5.55340 1.28058 4.59913
C -0.65662 -3.20800 -2.68754
N 0.50554 -2.46072 -2.17205
P 0.36502 -0.74151 -2.28797
C -0.11978 -0.47630 -4.01788
C 0.55506 -1.10708 -5.06255
C 0.20850 -0.82752 -6.37134
C -0.80239 0.08751 -6.64570
C -1.47390 0.71451 -5.61050
C -1.13716 0.42805 -4.29370
C 2.07894 -0.11653 -2.33888
C 2.21855 1.24005 -2.05196
C 3.45818 1.85314 -2.11613
C 4.57811 1.10627 -2.44820
C 4.44646 -0.24291 -2.74698
C 3.19970 -0.84839 -2.71362
P 1.16777 -2.92224 -0.62271
C 2.79663 -3.62615 -1.04102
C 3.08125 -4.24124 -2.25945
C 4.33035 -4.79068 -2.48873
C 5.30732 -4.73246 -1.50089
C 5.03258 -4.11715 -0.29099
C 3.78136 -3.56111 -0.06288
C 0.30818 -4.45864 -0.12211
C -0.31221 -4.44824 1.12410
C -0.90755 -5.59509 1.63210
C -0.88692 -6.76670 0.89570
C -0.25234 -6.79578 -0.34045
C 0.35135 -5.65541 -0.83812
H -1.02427 -2.73187 -3.59403
H -1.47086 -3.25750 -1.95840
H -0.36233 -4.22301 -2.94411
H 1.34593 -1.81481 -4.84604
H 0.72856 -1.31888 -7.18272
H -1.06341 0.30880 -7.67185
H -2.26387 1.42173 -5.82385
H -1.67143 0.90503 -3.48025
H 1.34806 1.83174 -1.77768
H 3.54966 2.90876 -1.89405
H 5.55253 1.57530 -2.48337
H 5.31678 -0.82836 -3.01327
H 3.10602 -1.89379 -2.96434
H 2.32821 -4.26321 -3.04010
H 4.54550 -5.26452 -3.43760
H 6.28351 -5.16280 -1.67930
H 5.79542 -4.05955 0.47423
H 3.57650 -3.05807 0.87501
H -0.31879 -3.54164 1.71570
H -1.37847 -5.57021 2.60585
H -1.34849 -7.66321 1.28765
H -0.21516 -7.71581 -0.90840
H 0.87852 -5.70774 -1.78112
*
```

Löwdin atomic charge list, values in e, 6 entries: number 1, Tl, carries 0.406; number 2, C, carries -0.081; number 3, C, carries -0.282; number 4, N, carries -0.012; number 5, C, carries -0.745; number 6, S, carries 0.651

Short version: relative energy (zero: lowest compared OMol25 entry of this formula, charge and spin) = 21.3, 0.0 kJ/mol, in the order given.
Short version: HOMO energy = -1.254, -10.219 eV, in the order given.